Record 1
Formula: C3H11N3O2
Source: the Open Molecules 2025 dataset
Level of theory: ωB97M-V/def2-TZVPD

Last column: Mulliken charge in e.
Element x y z (Å)
O -2.187 -0.788 0.607  -0.433
O 1.672 0.289 0.864  -0.388
N 0.849 -0.905 -0.945  -0.692
N 0.548 -1.646 1.285  -0.480
N -1.825 0.560 0.350  -0.320
C 0.884 -0.735 0.308  0.603
C -1.815 0.934 -1.049  -0.699
C 2.489 0.994 -0.044  -0.626
H -2.719 0.579 -1.541  0.286
H 1.873 1.590 -0.723  0.260
H -1.005 0.851 0.882  0.331
H 3.163 1.604 0.558  0.247
H -1.800 2.022 -1.086  0.287
H -3.096 -1.071 0.444  0.304
H -0.947 0.559 -1.598  0.293
H -0.422 -1.921 1.344  0.266
H 3.086 0.308 -0.650  0.293
H 0.894 -1.477 2.218  0.246
H 0.359 -1.747 -1.225  0.222

Results
DFT total energy = -435.560727 Eh
energy above the lowest of the compared OMol25 structures with the same formula, charge and spin = 81.3 kcal per mole
SMILES = [H]/N=C(\N)OC.CNO
largest force on an atom = 2.56 eV/Å
multiplicity = 1

***

Record 2
Formula: C20H39Cl4F2
Source: the Open Molecules 2025 dataset
Level of theory: ωB97M-V/def2-TZVPD

Last column: Mulliken charge in e.
Element x y z (Å)
Cl -0.239 5.071 1.184  -0.147
Cl 2.344 -3.481 5.314  -0.168
Cl 1.783 -2.761 8.621  -0.203
Cl -3.073 5.320 -0.662  -0.177
F -0.823 -1.578 2.411  -0.389
F 2.808 1.278 3.641  -0.398
C -2.208 2.796 -3.196  -0.285
C -1.293 0.901 -4.732  -0.411
C 2.929 0.619 1.374  -0.848
C 0.348 -2.994 -2.890  -1.055
C 1.224 -4.298 6.422  -0.505
C -2.964 5.213 1.119  -0.552
C -0.182 -1.577 -3.166  0.439
C 2.148 -2.232 -1.199  -0.854
C 0.604 -3.342 7.411  -0.340
C -1.494 -1.581 -3.952  -1.120
C 0.354 -1.273 3.151  0.003
C -1.733 5.903 1.648  -0.428
C -1.960 2.274 -4.623  -1.018
C 0.969 -3.175 -1.505  -0.859
C 3.165 -0.519 0.383  -0.767
C 0.917 0.099 2.792  -0.517
C 2.441 0.151 2.731  0.053
C -2.161 -0.213 -4.135  -0.648
C 1.908 -1.269 -0.041  0.676
C -1.116 2.463 -2.173  -0.651
H -1.774 5.909 2.737  0.281
H -0.477 -3.711 -2.992  0.441
H 1.758 -5.095 6.934  0.372
H -2.959 4.156 1.375  0.317
H -1.239 1.464 -1.741  0.149
H -3.179 2.449 -2.829  0.339
H -1.356 3.016 -5.158  0.374
H -3.027 -0.337 -4.799  0.349
H 0.180 -3.021 -0.755  0.363
H -2.201 -2.217 -3.401  0.390
H -2.290 3.888 -3.252  0.273
H -0.119 2.505 -2.621  0.262
H 3.665 -0.131 -0.519  0.406
H 0.599 0.840 3.536  0.583
H -2.571 0.113 -3.169  0.303
H 1.086 -3.273 -3.653  0.325
H -1.121 3.173 -1.342  0.082
H 0.427 0.392 1.838  -0.066
H -0.187 -3.846 7.964  0.309
H 1.509 -1.833 0.814  -0.215
H 0.571 -0.987 -3.701  0.233
H 1.298 -4.213 -1.390  0.419
H 1.126 -0.544 -0.315  -0.103
H -1.679 6.928 1.287  0.315
H -2.918 2.220 -5.158  0.336
H -1.348 -2.066 -4.927  0.339
H 3.879 1.147 1.520  0.413
H 3.846 -1.236 0.860  0.286
H 0.199 -2.469 6.906  0.225
H -0.345 -1.064 -2.209  -0.117
H -0.302 0.931 -4.274  0.172
H 3.045 -2.819 -0.960  0.479
H 1.092 -2.051 2.942  0.190
H 0.045 -1.342 4.201  -0.027
H 2.399 -1.654 -2.099  0.339
H -3.859 5.685 1.521  0.369
H -1.130 0.677 -5.795  0.417
H 2.232 1.348 0.884  -0.009
H 0.431 -4.730 5.812  0.255

Results
DFT total energy = -2825.910346 Eh
net charge = -1
largest force on an atom = 0.26 eV/Å
multiplicity = 1

***

Record 3
Formula: C6H7NO
Source: the Open Molecules 2025 dataset
Level of theory: ωB97M-V/def2-TZVPD

Last column: Mulliken charge in e.
Element x y z (Å)
O 1.859 -1.728 0.594  -0.522
N 0.578 0.255 1.143  -0.079
C 0.443 1.195 0.062  -0.406
C -0.745 0.607 0.870  -0.072
C -0.832 -0.423 -1.279  -0.331
C 0.325 0.522 -1.309  -0.536
C 1.077 -1.010 1.237  0.133
C -1.396 -0.418 -0.006  -0.426
H 0.094 1.465 -1.887  0.300
H 0.511 -1.480 2.223  0.238
H 1.222 0.196 -1.885  0.349
H -0.752 -1.242 -2.085  0.295
H 0.933 2.168 0.231  0.381
H -1.224 1.266 1.549  0.454
H -2.094 -1.374 0.542  0.222

Results
DFT total energy = -362.690450 Eh
energy above the lowest of the compared OMol25 structures with the same formula, charge and spin = 77.2 kcal per mole
SMILES = O=CN1[C@@H]2C=CC[C@@H]21
largest force on an atom = 4.39 eV/Å
multiplicity = 1

***

Record 4
Formula: C5H13NO
Source: the Open Molecules 2025 dataset
Level of theory: ωB97M-V/def2-TZVPD

Last column: Mulliken charge in e.
Element x y z (Å)
O 1.016 2.883 -0.592  -0.623
N 1.326 1.102 0.748  -0.366
C 1.011 1.681 -0.454  0.490
C -2.188 -0.565 1.264  -0.388
C -1.877 -1.956 1.840  -0.858
C 0.722 0.707 -1.575  -0.038
C 2.035 0.247 -2.260  -1.075
H -1.913 -1.955 2.930  0.265
H 0.129 1.282 -2.289  0.288
H -1.968 0.187 2.007  0.250
H -1.567 -0.404 0.383  -0.143
H -0.885 -2.266 1.519  0.272
H -2.634 -2.698 1.571  0.270
H 1.663 1.713 1.492  0.224
H 1.244 0.109 0.875  0.181
H 2.878 0.605 -1.668  0.305
H 2.083 -0.832 -2.309  0.334
H 0.068 -0.085 -1.209  -0.019
H -3.227 -0.418 0.980  0.356
H 2.084 0.665 -3.252  0.276

Results
DFT total energy = -328.308003 Eh
energy above the lowest of the compared OMol25 structures with the same formula, charge and spin = 6.8 kcal per mole
SMILES = CCC(N)=O.CC
largest force on an atom = 0.94 eV/Å
multiplicity = 1

***

Record 5
Formula: C6H14
Source: the Open Molecules 2025 dataset
Level of theory: ωB97M-V/def2-TZVPD

Last column: Mulliken charge in e.
Element x y z (Å)
C -0.703 -0.530 0.446  0.929
C -0.494 0.596 -0.594  -1.082
C 0.379 -1.617 0.439  -1.469
C -2.099 -1.189 0.327  -1.448
C 1.814 1.700 0.245  -1.162
C 0.929 1.103 -0.847  -0.626
H 2.487 0.959 0.685  0.280
H 2.490 2.434 -0.185  0.362
H -0.708 0.044 1.396  0.234
H 1.349 -1.217 0.741  0.268
H 1.258 2.194 1.043  0.302
H 0.882 1.769 -1.713  0.424
H -2.576 -1.451 1.273  0.347
H 0.052 -2.375 1.161  0.418
H -0.949 0.439 -1.592  0.431
H -1.236 1.345 -0.267  0.427
H -2.632 -0.468 -0.302  0.416
H 0.382 -1.889 -0.629  0.359
H -2.069 -2.104 -0.288  0.309
H 1.442 0.257 -1.339  0.282

Results
DFT total energy = -236.979871 Eh
energy above the lowest of the compared OMol25 structures with the same formula, charge and spin = 19.8 kcal per mole
SMILES = CCCC(C)C
largest force on an atom = 1.46 eV/Å
multiplicity = 1

***

Record 6
Formula: C17H17NSr
Source: the Open Molecules 2025 dataset
Level of theory: ωB97M-V/def2-TZVPD

Last column: Mulliken charge in e.
Element x y z (Å)
Sr -1.710 0.263 -0.489  1.105
N -1.090 2.290 -3.165  -0.653
C 3.138 -0.465 3.508  -0.438
C -2.260 -2.419 -2.090  -0.216
C 1.320 1.915 -0.609  -0.692
C -4.158 -0.476 0.686  -0.552
C -2.255 -1.252 -2.911  -1.026
C -0.897 -0.861 -3.096  -0.654
C 3.249 2.196 0.879  -0.927
C 0.925 0.850 0.146  -0.304
C -3.412 0.643 0.957  -1.319
C 2.845 1.074 1.646  0.904
C -0.071 -1.788 -2.403  -0.324
C 3.556 0.650 2.787  -0.610
C -0.912 -2.764 -1.803  -0.452
C 2.011 -1.208 3.080  -0.472
C 1.647 0.339 1.230  0.265
C 1.286 -0.833 1.958  -0.453
C 2.521 2.607 -0.222  -0.451
H 1.021 -1.786 -2.394  0.369
H -3.677 1.674 0.612  0.351
H 0.761 2.261 -1.490  0.493
H -4.715 -0.633 -0.255  0.242
H 1.716 -2.093 3.647  0.342
H -2.787 0.664 1.896  0.362
H -3.128 -0.779 -3.371  0.364
H 2.852 3.465 -0.808  0.340
H -4.180 -1.265 1.460  0.162
H -3.142 -2.998 -1.811  0.340
H -2.051 2.644 -2.888  -0.007
H 3.695 -0.766 4.395  0.326
H 4.441 1.222 3.081  0.269
H 4.156 2.722 1.189  0.222
H -0.553 -0.005 -3.679  0.403
H -0.574 -3.660 -1.276  0.382
H 0.434 -1.431 1.600  0.310

Results
DFT total energy = -743.196914 Eh
energy above the lowest of the compared OMol25 structures with the same formula, charge and spin = 40.3 kcal per mole
net charge = -2
largest force on an atom = 5.00 eV/Å
multiplicity = 1

***

Record 7
Formula: C8H6N2O
Source: the Open Molecules 2025 dataset
Level of theory: ωB97M-V/def2-TZVPD

Last column: Mulliken charge in e.
Element x y z (Å)
O 2.650 0.176 -0.152  -0.366
N 0.972 1.808 0.057  -0.578
N 2.013 -2.033 0.054  -0.616
C -0.857 -1.361 -0.097  -0.635
C -0.133 0.975 -0.035  0.142
C 0.132 -0.422 0.008  0.601
C -1.460 1.442 -0.074  -0.468
C 2.178 1.393 0.045  -0.077
C 1.684 -0.833 0.023  0.235
C -2.449 0.503 0.038  -0.293
C -2.148 -0.872 0.010  -0.597
H -2.889 -1.533 0.047  0.539
H -0.482 -2.335 -0.079  0.526
H -3.544 0.864 0.134  0.255
H 2.917 2.064 0.148  0.506
H -1.576 2.461 -0.120  0.563
H 2.991 -2.299 -0.007  0.262

Results
DFT total energy = -493.162712 Eh
energy above the lowest of the compared OMol25 structures with the same formula, charge and spin = 38.4 kcal per mole
SMILES = [H]/N=c1\ocnc2ccccc12
largest force on an atom = 4.07 eV/Å
multiplicity = 1

***

Record 8
Formula: C2H10O3
Source: the Open Molecules 2025 dataset
Level of theory: ωB97M-V/def2-TZVPD

Last column: Mulliken charge in e.
Element x y z (Å)
O 1.924 1.244 0.418  -0.639
O 0.876 -2.181 0.402  -0.682
O -1.315 -0.810 1.796  -0.647
C -0.905 1.119 -2.256  -0.568
C -0.944 0.872 -0.958  -0.095
H -0.204 0.642 -2.928  0.277
H -1.759 1.589 -2.714  0.257
H -0.692 -0.677 1.071  0.389
H 1.616 -1.865 0.936  0.327
H 1.937 2.018 0.979  0.308
H 0.256 -2.473 1.084  0.326
H 1.867 1.434 -0.522  0.327
H -2.116 -0.362 1.511  0.295
H -0.102 0.358 -0.506  -0.042
H -1.766 1.043 -0.275  0.167

Results
DFT total energy = -307.868645 Eh
energy above the lowest of the compared OMol25 structures with the same formula, charge and spin = 23.5 kcal per mole
SMILES = C=C.O.O.O
largest force on an atom = 1.22 eV/Å
multiplicity = 1

***

Record 9
Formula: C18H13O5PRh
Source: the Open Molecules 2025 dataset
Level of theory: ωB97M-V/def2-TZVPD

Last column: Mulliken charge in e.
Element x y z (Å)
Rh -0.569 -0.669 -2.402  -0.179
P -0.605 -0.223 -0.080  1.396
O -3.640 -0.280 -2.760  -0.141
O -0.458 -3.723 -2.229  -0.205
O -0.275 4.983 -2.879  -0.141
O 2.339 0.456 -2.541  -0.165
O -0.476 -0.407 -5.554  -0.092
C -2.515 -0.422 -2.560  0.279
C -0.827 2.538 0.438  -0.540
C 0.817 3.839 1.652  -0.521
C 1.322 -0.086 -2.451  0.258
C -0.515 -2.567 -2.216  0.372
C 0.313 -1.535 0.792  0.370
C 1.170 1.468 1.293  -0.135
C -0.532 -0.605 -4.422  0.371
C -0.038 1.385 0.585  0.873
C 1.645 -3.694 1.972  -0.618
C 1.598 2.692 1.820  -0.593
C 1.497 -2.038 0.229  0.217
C -0.139 -2.049 2.019  -0.041
C -2.296 -0.304 0.575  -1.811
C 2.153 -3.120 0.807  -0.743
C -0.407 3.749 0.979  -0.701
C -1.121 4.300 -2.525  0.169
C 0.513 -3.149 2.589  -0.651
H -1.773 2.493 -0.101  0.501
H 2.126 -4.569 2.407  0.475
H -2.727 -1.295 0.393  0.422
H 2.547 2.742 2.356  0.468
H -2.916 0.454 0.087  0.535
H -2.237 -0.098 1.648  0.578
H 1.913 -1.590 -0.669  0.237
H 1.780 0.575 1.436  0.393
H 3.051 -3.525 0.343  0.501
H 0.126 -3.580 3.518  0.492
H 1.164 4.795 2.052  0.466
H -1.021 4.641 0.870  0.500
H -0.984 -1.584 2.532  0.404

Results
DFT total energy = -1520.564692 Eh
net charge = +3
largest force on an atom = 6.30 eV/Å
multiplicity = 5

***

Record 10
Formula: C13H17N5O3S2
Source: the Open Molecules 2025 dataset
Level of theory: ωB97M-V/def2-TZVPD

Last column: Mulliken charge in e.
Element x y z (Å)
S -0.719 -0.043 2.316  -0.207
S 2.764 0.170 -0.888  -0.331
O -2.435 3.402 1.242  -0.451
O 3.878 -1.692 2.078  -0.594
O -3.234 1.203 2.357  -0.677
N 1.791 -2.025 -2.381  -0.687
N 1.932 -3.424 -0.866  0.132
N 2.236 -2.429 -0.135  -0.563
N 1.976 -0.728 1.952  0.023
N 1.217 1.445 1.306  -0.315
C -4.006 3.861 1.304  -0.180
C -0.427 -4.416 -2.849  -1.071
C 0.272 3.501 0.536  -1.249
C 3.378 -0.659 1.661  0.431
C 0.894 0.128 1.721  0.273
C -1.018 1.582 1.547  0.748
C 0.122 2.138 1.040  0.021
C 1.094 -4.391 -2.975  -0.706
C 1.600 -3.419 -2.075  0.588
C -2.352 1.945 1.801  0.271
C 3.743 0.253 0.502  -0.672
C 2.161 -1.367 -1.239  0.527
C -4.774 3.251 0.129  -1.453
H -0.868 -3.656 -2.918  0.500
H -4.414 3.515 2.198  0.289
H -5.738 3.550 0.012  0.460
H 1.676 -5.158 -2.826  0.390
H -4.293 3.352 -0.691  0.511
H -4.867 2.150 0.078  0.339
H -3.944 4.925 1.209  0.336
H -0.841 -5.217 -3.688  0.223
H 1.741 -4.311 -0.361  0.303
H 1.738 -1.376 2.639  0.171
H 1.189 3.707 -0.037  0.307
H -0.502 3.524 -0.288  0.331
H 1.271 -3.766 -4.339  0.278
H 3.638 1.074 1.071  0.549
H 4.799 -0.002 0.481  0.459
H -0.237 4.172 1.118  0.417
H -0.440 -4.769 -1.744  0.278

Results
DFT total energy = -1801.103407 Eh
energy above the lowest of the compared OMol25 structures with the same formula, charge and spin = 227.1 kcal per mole
largest force on an atom = 16.48 eV/Å
multiplicity = 1

***

Repeat the second record exactly.
Formula: C20H39Cl4F2
Source: the Open Molecules 2025 dataset
Level of theory: ωB97M-V/def2-TZVPD

Last column: Mulliken charge in e.
Element x y z (Å)
Cl -0.239 5.071 1.184  -0.147
Cl 2.344 -3.481 5.314  -0.168
Cl 1.783 -2.761 8.621  -0.203
Cl -3.073 5.320 -0.662  -0.177
F -0.823 -1.578 2.411  -0.389
F 2.808 1.278 3.641  -0.398
C -2.208 2.796 -3.196  -0.285
C -1.293 0.901 -4.732  -0.411
C 2.929 0.619 1.374  -0.848
C 0.348 -2.994 -2.890  -1.055
C 1.224 -4.298 6.422  -0.505
C -2.964 5.213 1.119  -0.552
C -0.182 -1.577 -3.166  0.439
C 2.148 -2.232 -1.199  -0.854
C 0.604 -3.342 7.411  -0.340
C -1.494 -1.581 -3.952  -1.120
C 0.354 -1.273 3.151  0.003
C -1.733 5.903 1.648  -0.428
C -1.960 2.274 -4.623  -1.018
C 0.969 -3.175 -1.505  -0.859
C 3.165 -0.519 0.383  -0.767
C 0.917 0.099 2.792  -0.517
C 2.441 0.151 2.731  0.053
C -2.161 -0.213 -4.135  -0.648
C 1.908 -1.269 -0.041  0.676
C -1.116 2.463 -2.173  -0.651
H -1.774 5.909 2.737  0.281
H -0.477 -3.711 -2.992  0.441
H 1.758 -5.095 6.934  0.372
H -2.959 4.156 1.375  0.317
H -1.239 1.464 -1.741  0.149
H -3.179 2.449 -2.829  0.339
H -1.356 3.016 -5.158  0.374
H -3.027 -0.337 -4.799  0.349
H 0.180 -3.021 -0.755  0.363
H -2.201 -2.217 -3.401  0.390
H -2.290 3.888 -3.252  0.273
H -0.119 2.505 -2.621  0.262
H 3.665 -0.131 -0.519  0.406
H 0.599 0.840 3.536  0.583
H -2.571 0.113 -3.169  0.303
H 1.086 -3.273 -3.653  0.325
H -1.121 3.173 -1.342  0.082
H 0.427 0.392 1.838  -0.066
H -0.187 -3.846 7.964  0.309
H 1.509 -1.833 0.814  -0.215
H 0.571 -0.987 -3.701  0.233
H 1.298 -4.213 -1.390  0.419
H 1.126 -0.544 -0.315  -0.103
H -1.679 6.928 1.287  0.315
H -2.918 2.220 -5.158  0.336
H -1.348 -2.066 -4.927  0.339
H 3.879 1.147 1.520  0.413
H 3.846 -1.236 0.860  0.286
H 0.199 -2.469 6.906  0.225
H -0.345 -1.064 -2.209  -0.117
H -0.302 0.931 -4.274  0.172
H 3.045 -2.819 -0.960  0.479
H 1.092 -2.051 2.942  0.190
H 0.045 -1.342 4.201  -0.027
H 2.399 -1.654 -2.099  0.339
H -3.859 5.685 1.521  0.369
H -1.130 0.677 -5.795  0.417
H 2.232 1.348 0.884  -0.009
H 0.431 -4.730 5.812  0.255

Results
DFT total energy = -2825.910346 Eh
net charge = -1
largest force on an atom = 0.26 eV/Å
multiplicity = 1

***

- Among the records above, which one has the highest multiplicity?
  C18H13O5PRh